(1)
Density functional theory data (ωB97M-V with the def2-TZVPD basis set) for a cluster of 9 separate species, C40H62N11O2PS2 in total.

Each line ends with the Löwdin charge.
CARTESIAN COORDINATES (ANGSTROEM)
C -3.5908 -1.1087 5.8694  -0.218
H 1.4345 -2.6694 -7.0473  0.051
C -2.9753 -0.8911 -1.2522  -0.188
C 0.6520 -1.6563 -5.3288  -0.197
H 0.5106 1.7984 2.3175  0.095
C 2.9535 -3.8348 1.5523  -0.062
C 2.9452 -3.3109 -9.4231  -0.133
C 1.4807 -4.0194 1.2818  -0.216
H 2.1484 0.9962 -3.6194  0.070
C 2.7823 0.8286 -2.6660  -0.141
C 4.9481 -6.9827 -6.4774  -0.079
H -1.5403 5.3820 4.0183  0.048
N -3.6215 1.5338 -5.9349  0.114
N -6.3752 -0.6879 -3.9480  0.119
S -2.5335 1.8893 1.5511  0.621
H -1.2287 1.8308 6.3035  0.048
H 4.6775 6.0615 4.1890  0.125
H 5.5365 -7.7150 -7.0348  0.076
C 1.2116 1.9343 -0.7139  -0.468
C 0.1966 2.8501 11.2199  -0.227
H 0.8137 0.0540 -1.8942  0.054
H 2.5628 -5.3481 -9.9760  0.054
H 3.5304 -4.5683 0.9848  0.077
H -2.2828 -1.4240 9.2774  0.054
O 3.8388 1.6488 2.7081  -0.039
H -0.3464 1.8510 3.9850  0.076
C 1.5664 3.8402 4.8381  -0.238
C 0.7550 4.0700 10.5285  -0.071
H -1.1127 -0.1758 3.3602  0.081
H 1.6434 2.1245 0.3410  0.069
H -3.5547 -1.8980 -1.4384  0.104
H -3.5990 0.5993 -2.8297  0.090
C -1.4798 1.0408 0.5181  -0.968
C 3.3336 2.7403 3.2357  -0.208
C 2.7262 4.9485 5.2043  -0.270
N -1.3225 1.3256 7.7974  -0.031
H -3.5019 -0.4622 3.8259  0.054
H -0.0308 4.5632 9.9520  0.077
H 1.1466 4.7706 11.2693  0.076
H 0.7981 -0.1061 1.0777  0.095
H 4.7664 1.8458 -9.9047  0.080
N -1.3460 -0.4230 0.7684  -0.226
C -6.7014 -1.4746 -3.0878  -0.230
H 3.3528 -0.1823 -2.8361  0.079
C -1.6560 0.5314 8.6629  -0.064
H 2.2278 -0.0758 -0.5627  0.096
C -4.2357 2.3758 -5.3199  -0.226
H -5.4656 2.9771 -3.6718  0.073
S -0.6484 2.0230 -0.8258  0.810
H 3.9130 -4.5866 -10.8512  0.058
N 0.5194 -1.5426 -4.1304  0.122
H -4.3237 4.2203 -4.2332  0.075
H 4.1192 -5.0846 -9.1551  0.051
C 0.8171 -1.7980 -6.8223  -0.081
H 3.5110 1.6873 -2.4098  0.071
H 5.1467 -7.1040 -5.4103  0.075
P -0.1036 4.0676 5.7443  0.893
H 1.5622 3.7779 9.8530  0.079
C -2.0697 -0.4523 9.7288  -0.062
C -3.9985 -0.1737 4.7553  -0.071
N 0.2876 -4.1809 1.0624  0.120
H 5.2182 4.1854 2.5657  0.118
H -3.7161 0.8512 5.0067  0.068
H -1.6401 3.5508 3.6920  -0.024
C 3.8344 -0.0838 -9.9314  -0.004
C -2.9142 -1.2582 -3.9622  -0.144
C -0.1382 -0.7705 3.0837  -0.153
H -1.9302 -1.8681 -4.0881  0.040
H -7.3161 -3.4299 -2.4628  0.077
H 2.1150 -0.1634 3.2730  0.101
H -2.9966 -0.5752 -4.9180  0.042
H 1.2980 -0.9067 -7.2295  0.061
H 3.2632 -2.8304 1.2545  0.075
C 3.9816 5.1170 4.1922  0.004
H -3.8676 -1.9067 -3.8912  0.047
N -3.2646 -1.8590 6.7634  0.107
C 1.0928 0.1284 3.7276  -0.175
H -2.9662 -0.0926 10.2386  0.082
C 3.4153 -4.6707 -9.8810  -0.115
H -2.5290 4.2638 5.1631  0.053
H -3.6843 -0.2554 -0.5663  0.104
N 3.3971 -1.0686 -9.3644  0.049
H -1.7311 0.3080 -2.8580  0.065
H -0.7542 -1.2923 -1.2244  0.108
C 4.3762 1.1357 -10.6370  -0.050
H -0.3367 2.5906 7.8592  0.046
H -0.1601 -1.9225 -7.2943  0.084
C -1.6131 -1.2600 -0.4501  -0.200
O 2.6117 5.6681 6.2925  -0.051
H 0.6247 1.7350 6.5132  0.089
C 1.8236 2.7561 3.8734  -0.086
C 3.4787 -7.1873 -6.7530  -0.242
H 0.2240 -1.8887 1.1572  0.085
N 2.5586 -2.1849 -9.0418  -0.075
H 5.1814 0.8450 -11.3154  0.081
H -1.2662 -0.5673 10.4601  0.064
H -6.3010 -2.5638 -1.2864  0.069
H -5.7801 3.8549 -5.1867  0.074
H 5.2476 -5.9779 -6.7836  0.069
H 3.5819 1.6174 -11.2125  0.078
H -0.2380 -1.8142 3.5685  0.111
C -0.0600 -0.7829 1.4565  -0.188
C -0.3196 2.4046 6.7202  -0.420
C -5.0012 3.4254 -4.5529  -0.072
H 1.6221 2.8042 -1.3907  0.090
C -7.1071 -2.4556 -2.0156  -0.069
N 2.3000 -7.3514 -6.9742  0.106
C 4.3008 4.0499 3.2512  0.009
H 1.0970 -0.1566 4.8671  0.114
C 0.6753 1.6890 3.4719  -0.154
H -1.7362 -2.3641 -0.0641  0.126
H 3.1557 -3.9690 2.6172  0.079
H -8.0040 -2.0984 -1.5049  0.075
C 1.7537 0.5525 -1.4170  -0.299
C -2.7543 -0.2057 -2.7058  -0.259
C -1.5420 4.3467 4.5338  -0.342
H -5.0801 -0.2195 4.6101  0.078
N -0.2516 1.8710 11.7742  0.101

Cartesian forces (eV/Å) of the 2 atoms listed first:
1.3854 -3.1645 3.8023
-0.1350 0.1900 0.1118

Results
net charge = 0
calculated total energy = -3450.948814 Ha
multiplicity = 1

---

(2)
Density functional theory data (ωB97M-V with the def2-TZVPD basis set) for a cluster of 10 separate species, C40H63BN9O8 in total.

Each line ends with the Löwdin charge.
CARTESIAN COORDINATES (ANGSTROEM)
C 23.9097 18.8834 4.6016  -0.109
C 20.3653 31.8186 -1.7119  -0.113
H 12.7597 16.8359 -8.2240  0.117
C 12.3276 14.7070 -8.2200  -0.212
H 13.7276 20.1108 3.8483  0.065
C 8.7795 31.2793 -2.7588  -0.248
H 20.9104 21.2822 -11.9175  0.096
O 16.4583 17.7865 -3.5771  0.130
H 18.0468 30.2101 -2.1234  0.120
H 19.8856 30.8808 -3.4896  0.103
H 21.1626 11.0079 -7.2792  0.109
O 16.3059 20.0804 -3.9168  0.215
H 22.1621 21.8113 4.0998  0.114
H 10.0338 16.5486 -10.8961  0.068
H 19.5821 20.5743 -9.7206  0.062
H 22.8723 24.6198 -3.7232  0.119
N 16.3058 12.7912 2.8141  0.144
H 21.5358 10.5437 -4.8045  0.110
H 21.8505 22.3069 -10.9240  0.097
H 21.1060 13.9943 -6.4779  0.077
H 7.9446 31.9659 -2.6185  0.110
C 18.2149 13.4080 4.5083  -0.209
C 12.8124 15.9578 -8.8677  -0.184
C 16.7359 18.9473 -3.3218  -0.370
H 24.9566 18.5970 4.5011  0.066
H 24.2102 20.9953 5.0600  0.105
H 12.0999 17.4988 -10.2774  0.105
C 16.8164 13.9007 6.5560  -0.112
C 19.5419 11.0069 -4.9919  -0.218
C 15.8482 23.3256 -3.1272  -0.350
H 10.9171 19.3167 1.3988  0.116
H 10.2409 16.8042 -9.1310  0.078
C 21.3689 11.8133 -6.5744  -0.278
C 20.6166 20.9152 -9.7630  -0.096
H 23.3252 18.3130 3.8797  0.075
H 21.2427 20.0241 -9.7178  0.065
H 19.0750 13.7267 3.9195  0.118
H 23.6230 18.6573 5.6286  0.068
H 12.5225 18.0850 3.0854  0.108
H 10.1420 15.1717 -9.8133  0.069
C 17.4186 32.1192 -1.3679  -0.223
O 17.7650 20.6644 -2.2017  0.217
N 20.7386 20.1040 6.3682  0.122
H 19.9166 32.5716 -1.0640  0.061
C 20.7454 13.1159 -7.0132  -0.113
H 24.2086 20.6569 3.4066  0.103
C 20.9659 11.4006 -5.1635  -0.198
C 11.8563 18.8179 1.1597  -0.192
C 12.0157 16.4265 -10.1007  -0.267
C 19.3943 31.6523 -2.8968  -0.264
H 7.8004 29.9676 -4.1562  0.071
C 17.7075 19.3318 -2.2500  -0.368
O 15.7526 22.0835 -2.6435  0.227
C 19.7681 22.9611 -11.1269  -0.197
O 15.1330 24.2885 -2.8103  0.100
N 8.3996 31.2339 0.8306  0.123
H 21.1088 13.2942 -8.0253  0.070
H 24.5061 21.1976 -2.4035  0.072
H 17.2730 13.0239 7.0151  0.073
N 11.9251 13.7304 -7.7084  0.130
H 19.9261 23.5448 -12.0338  0.110
C 13.1229 20.1780 2.9439  -0.107
H 25.2412 23.5104 -3.5968  0.102
H 18.7053 14.7885 6.0682  0.110
C 22.1974 20.7281 4.2163  -0.185
H 12.2140 19.3943 0.3064  0.121
H 20.7682 21.4438 -8.8219  0.071
C 23.5569 24.6114 -2.8750  -0.197
H 9.1325 29.1413 -3.3020  0.079
H 13.8374 18.4176 1.9457  0.110
C 9.6775 31.2491 -1.4826  -0.181
H 19.3689 32.5617 -3.4972  0.104
H 15.8286 13.6832 6.1497  0.078
H 23.2205 22.0839 -1.6532  0.068
O 18.3400 18.4971 -1.5881  0.101
H 13.5351 20.9824 2.3347  0.073
C 17.1438 13.0525 3.5753  -0.225
C 18.3657 22.5306 -11.0510  -0.226
N 21.9864 24.7744 -0.7814  0.145
C 21.3853 20.3563 5.4233  -0.211
B 16.8421 21.2624 -3.2052  -0.906
C 22.6838 24.6844 -1.7027  -0.240
N 11.5697 16.3469 0.3536  0.140
H 21.1826 12.2351 -4.4966  0.119
C 23.8533 22.0597 -2.5403  -0.102
H 16.6897 14.6569 7.3307  0.071
H 17.2937 31.2512 -3.2963  0.111
H 9.3430 31.6475 -3.6162  0.102
C 10.5092 16.1834 -9.9857  -0.116
C 20.8578 21.8627 -10.9964  -0.234
H 19.6577 13.1492 -6.9511  0.081
C 8.9586 31.2292 -0.2023  -0.230
H 18.5518 12.4907 4.9911  0.115
C 24.5126 23.4135 -2.7918  -0.260
O 17.4435 24.3618 -4.6925  0.101
N 17.2432 22.1995 -10.9631  0.136
H 19.9100 23.6368 -10.2835  0.116
C 17.9778 31.2485 -2.4476  -0.178
H 12.4731 15.9721 -10.9796  0.099
H 13.8782 15.8205 -9.0500  0.112
C 17.0301 23.3716 -4.0732  -0.335
H 7.6453 29.4034 -2.5711  0.071
H 22.4546 11.9077 -6.5920  0.105
H 17.3726 15.3096 5.0785  0.114
H 10.1914 32.2059 -1.3901  0.112
H 24.0705 25.5583 -3.0417  0.114
H 25.1574 23.5980 -1.9326  0.102
H 21.3694 32.0745 -2.0502  0.070
H 12.1240 20.5124 3.2241  0.061
O 17.5928 22.1531 -4.0415  0.237
C 11.7234 17.4344 0.7074  -0.247
C 8.3599 29.9061 -3.2228  -0.129
N 18.4208 10.7627 -4.8121  0.136
C 23.6864 20.3852 4.3240  -0.268
H 23.0917 21.8770 -3.2984  0.078
H 20.4305 30.8999 -1.1289  0.077
H 21.7441 20.2208 3.3647  0.119
C 17.8165 14.4316 5.5478  -0.276
H 10.4070 30.4394 -1.5032  0.120
N 16.9581 32.7556 -0.5228  0.132
C 12.8779 18.7747 2.3198  -0.248

Cartesian forces (eV/Å) of the 2 atoms listed first:
0.1315 0.7095 0.0079
-0.9335 0.1872 -0.0483

Results
net charge = -1
ΔE to the lowest compared entry with this formula, charge and spin = 49.6 kcal/mol
calculated total energy = -2681.718671 Ha
multiplicity = 1

---

Q: The highest calculated total energy belongs to which entry?
A: C40H63BN9O8